{
  "formula": "C22H42NO11PS",
  "method": "ωB97M-V/def2-TZVPD",
  "smiles": "CCOP(=O)(CC[C@H]1CCOS(=O)(=O)[C@]1(CCCCOC(C)=O)CCOC=O)OCC.CN(C)C=O",
  "energy_ev": -67619.85862,
  "symbols": ["C", "C", "O", "P", "O", "C", "C", "C", "C", "C", "O", "S", "O", "O", "C", "C", "C", "C", "C", "O", "C", "C", "O", "C", "C", "O", "C", "O", "O", "C", "C", "H", "H", "H", "H", "H", "H", "H", "H", "H", "H", "H", "H", "H", "H", "H", "H", "H", "H", "H", "H", "H", "H", "H", "H", "H", "H", "H", "H", "H", "H", "H", "H", "H", "H", "H", "C", "N", "C", "C", "O", "H", "H", "H", "H", "H", "H", "H"],
  "positions_angstrom": [[1.037, -5.058, 0.809], [0.568, -3.463, 0.858], [0.172, -2.917, -0.447], [-1.551, -2.925, -0.687], [-2.062, -4.332, -1.278], [-1.912, -1.645, -2.108], [-1.065, -0.229, -1.828], [-1.130, 0.632, -3.221], [-2.632, 1.290, -3.342], [-2.742, 2.858, -2.887], [-2.026, 3.816, -3.739], [-0.541, 3.221, -4.311], [-0.726, 2.927, -5.839], [0.567, 4.344, -4.249], [0.100, 1.684, -3.459], [0.990, 2.049, -2.137], [0.294, 3.099, -1.088], [1.370, 3.333, 0.170], [0.581, 3.233, 1.640], [1.091, 2.154, 2.500], [0.235, 0.957, 2.468], [-1.339, 0.870, 2.932], [0.825, -0.193, 2.055], [1.145, 0.961, -4.546], [1.805, -0.431, -3.990], [3.149, -0.541, -4.650], [4.217, -0.137, -3.716], [4.773, 1.088, -3.686], [-2.500, -2.568, 0.729], [-3.541, -1.561, 0.472], [-4.558, -1.555, 1.796], [1.991, -5.134, 1.520], [1.328, -5.312, -0.299], [0.232, -5.785, 1.251], [-0.202, -3.301, 1.724], [1.550, -2.867, 1.182], [-3.058, -1.460, -2.277], [-1.521, -2.181, -3.100], [0.041, -0.586, -1.608], [-1.545, 0.397, -0.961], [-1.058, -0.168, -4.105], [-3.065, 1.129, -4.426], [-3.359, 0.682, -2.617], [-3.898, 3.145, -2.969], [-2.452, 3.072, -1.765], [1.368, 1.136, -1.510], [1.975, 2.592, -2.539], [0.153, 4.142, -1.598], [-0.666, 2.652, -0.591], [2.176, 2.464, 0.186], [1.946, 4.349, 0.094], [0.820, 4.269, 2.179], [-0.589, 3.196, 1.526], [-1.927, 0.003, 2.360], [-1.913, 1.875, 2.761], [-1.480, 0.608, 4.087], [0.557, 0.674, -5.544], [1.942, 1.766, -4.865], [2.015, -0.464, -2.839], [1.161, -1.371, -4.317], [4.669, -0.945, -2.968], [-3.035, -0.507, 0.354], [-4.230, -1.786, -0.448], [-4.144, -0.788, 2.600], [-4.456, -2.622, 2.277], [-5.681, -1.377, 1.510], [3.522, -1.607, 6.602], [2.367, -1.014, 5.962], [2.428, -0.717, 4.546], [1.213, -0.724, 6.658], [0.202, -0.223, 6.181], [4.375, -0.932, 6.488], [3.742, -2.563, 6.119], [3.339, -1.777, 7.667], [2.264, 0.355, 4.400], [1.634, -1.268, 4.032], [3.400, -1.001, 4.133], [1.274, -0.989, 7.726]],
  "forces_ev_per_angstrom": [[0.253, 0.740, 0.344], [2.179, -0.780, 1.970], [-3.763, 0.122, 1.245], [-1.963, -4.849, -2.660], [2.099, 5.067, 2.525], [0.942, 0.862, 0.022], [0.044, -0.785, -1.240], [-0.863, -0.807, -0.325], [-0.326, -0.147, 0.354], [-2.015, -0.656, 0.855], [1.902, -2.225, 0.306], [3.683, 4.294, -6.730], [-0.381, -0.049, 5.744], [-4.320, -4.010, 1.318], [0.741, -2.285, 0.840], [0.518, 1.689, 0.096], [1.534, -0.090, 0.688], [-0.436, -1.100, 0.481], [0.188, 2.512, -0.428], [-3.196, -1.977, -0.913], [3.050, -5.516, -2.042], [-0.603, 0.277, 0.305], [-3.682, 7.379, 2.555], [-0.729, 0.519, -0.948], [0.138, 0.308, 0.174], [1.383, 0.906, 2.911], [2.359, 5.636, -0.265], [-4.043, -8.074, -0.537], [1.264, 0.872, -2.692], [-1.693, 1.066, 0.982], [1.258, -0.526, 0.132], [-2.022, 0.084, -1.686], [-0.609, 0.308, 2.285], [1.433, 1.448, -1.190], [1.164, -0.140, -1.930], [-2.343, -1.057, -0.893], [2.279, -0.553, 0.639], [-0.655, 1.105, 2.348], [-2.374, 1.005, -0.163], [1.148, -1.310, -1.510], [-0.120, 1.810, 1.912], [0.973, 0.651, 2.117], [1.571, 1.406, -1.488], [2.636, -0.458, 0.016], [-0.341, -0.731, -2.236], [-1.067, 1.453, -1.477], [-2.178, -1.175, 0.802], [-0.184, -2.118, 0.852], [1.617, 0.927, -1.229], [-1.651, 1.784, -0.091], [-1.259, -1.949, 0.099], [-0.547, -2.460, -0.805], [2.316, -0.155, 0.108], [1.815, 1.923, 0.995], [1.223, -1.821, 0.263], [0.952, 0.627, -2.447], [1.169, 0.816, 2.297], [-1.309, -1.844, 0.877], [-0.799, 0.112, -2.067], [1.519, 2.019, 0.706], [-1.347, 1.380, -1.740], [-1.075, -1.994, 0.121], [1.652, 0.139, 1.569], [-1.165, -1.529, -1.733], [-0.325, 2.051, -0.970], [2.356, -0.123, 0.526], [-0.115, 0.091, -0.169], [-1.117, 0.218, 1.063], [-0.348, 0.042, -0.003], [0.508, -0.026, -0.783], [0.707, -0.280, 0.021], [0.084, -0.182, 0.108], [0.165, 0.024, 0.155], [-0.041, 0.056, -0.181], [0.046, -0.160, -0.191], [0.195, 0.196, -0.091], [-0.160, 0.043, 0.170], [0.101, -0.029, -0.042]],
  "lowdin_charge": [-0.10, -0.29, -0.29, 0.79, -0.39, -0.21, -0.18, -0.25, -0.12, -0.20, -0.27, 0.87, -0.36, -0.36, -0.38, -0.16, -0.17, -0.13, -0.18, -0.10, -0.26, 0.00, -0.06, -0.11, -0.15, -0.15, -0.14, -0.04, -0.30, -0.29, -0.08, 0.08, 0.09, 0.08, 0.12, 0.13, 0.09, 0.12, 0.10, 0.11, 0.14, 0.14, 0.12, 0.15, 0.12, 0.11, 0.15, 0.12, 0.09, 0.13, 0.12, 0.14, 0.11, 0.08, 0.08, 0.11, 0.14, 0.15, 0.12, 0.15, 0.17, 0.10, 0.12, 0.08, 0.09, 0.09, -0.07, -0.20, -0.05, -0.32, -0.01, 0.09, 0.09, 0.08, 0.09, 0.08, 0.10, 0.13]
}